DFT (ωB97M-V/def2-TZVPD) results for a 2-piece molecular cluster, CH4O2S overall.

Last column: natural (NBO) charge in e.
Element x y z (Å)
1 S -0.7395 3.4191 1.6541  -0.297
2 H -0.4587 4.6207 1.1143  0.145
3 H 0.4187 2.7810 1.3362  0.151
4 O 0.0398 -1.5352 -1.2499  -0.567
5 C 0.6384 -2.4955 -1.6010  0.646
6 O 0.7815 -3.6383 -0.8839  -0.681
7 H 1.0536 -2.6472 -2.6045  0.113
8 H 0.2271 -3.4829 -0.0922  0.489

Summary:
Relative energy (zero: lowest compared OMol25 entry of this formula, charge and spin) (kJ/mol): 18.30
Structure (SMILES): O=CO.S
Total charge: 0

=====

DFT (ωB97M-V/def2-TZVPD) results for C25H35FN2O3Si2 as an isolated structure.

Last column: natural (NBO) charge in e.
Element x y z (Å)
1 C 1.9086 -0.6734 2.8487  -0.156
2 C 1.6509 0.2859 2.1332  -0.536
3 Si 0.9088 1.6918 1.1038  1.836
4 C 2.0257 3.2153 1.4830  -0.667
5 C 3.1401 3.0499 2.2991  -0.355
6 O -0.6694 2.1685 1.5381  -1.209
7 Si -1.8810 0.9548 1.4411  1.886
8 C -1.6202 -0.5149 2.6584  -0.570
9 O -2.7583 -1.4507 2.6599  -0.535
10 C -2.3190 -2.7776 2.6765  0.304
11 C -1.2797 -3.3356 3.5781  -0.296
12 C -0.8126 -4.7677 3.5223  -0.202
13 C -1.4178 -5.6790 2.5200  -0.247
14 C -2.4914 -5.1416 1.6393  -0.202
15 C -2.9557 -3.7183 1.6928  -0.259
16 C -1.9951 0.1160 -0.3046  -0.243
17 C -3.3631 -0.7078 -0.4768  -0.657
18 F -0.9556 -0.9011 -0.4375  -0.403
19 C -3.5339 1.9046 1.7676  -0.698
20 C -4.2398 2.3793 0.3894  -0.622
21 C -4.5241 1.1520 2.7527  -0.401
22 C -5.4721 2.2513 3.4634  -0.624
23 C 1.1437 1.4258 -0.7816  -0.555
24 C 1.9236 0.2421 -1.3117  -0.121
25 C 2.0851 0.1528 -2.8015  -0.277
26 C 1.4739 1.2420 -3.6129  0.033
27 N 0.7363 2.3195 -3.1651  -0.434
28 C 0.6040 2.3790 -1.7934  0.050
29 H 2.0464 -1.4551 3.6386  0.253
30 H 1.7296 4.2103 1.0412  0.231
31 H 3.0608 2.3452 3.1802  0.209
32 H 4.1140 3.5760 2.0959  0.202
33 H -0.7676 -1.1228 2.2052  0.244
34 H -1.3202 -0.1842 3.6942  0.212
35 H -0.7874 -2.6871 4.3568  0.223
36 H -0.0191 -5.1615 4.2080  0.224
37 H -1.0985 -6.7451 2.4013  0.225
38 H -2.9747 -5.8197 0.8761  0.220
39 H -3.7673 -3.4276 0.9798  0.229
40 H -1.8652 0.8593 -1.1426  0.206
41 H -3.1919 -1.8193 -0.3698  0.240
42 H -4.1663 -0.3582 0.2404  0.217
43 H -3.7969 -0.5622 -1.5202  0.217
44 H -3.2608 2.8839 2.2870  0.242
45 H -4.6288 3.4401 0.5041  0.217
46 H -3.5321 2.3872 -0.4862  0.207
47 H -5.1356 1.6986 0.2152  0.211
48 H -5.1667 0.3626 2.2745  0.215
49 H -3.8877 0.7400 3.6024  0.211
50 H -5.5802 2.0559 4.5783  0.212
51 H -6.5217 2.2131 3.0291  0.207
52 H -5.0707 3.3015 3.3542  0.203
53 H 2.3843 -0.5401 -0.6560  0.242
54 H 2.6683 -0.6619 -3.3167  0.244
55 H 1.6334 1.1758 -4.7334  0.196
56 H 0.0121 3.2570 -1.3861  0.199
57 C 5.5719 -0.3387 -3.8407  0.524
58 O 5.6114 -1.4020 -3.2512  -0.624
59 N 6.0718 -0.1110 -5.0826  -0.433
60 C 5.9861 1.1872 -5.7205  -0.399
61 C 6.7117 -1.2031 -5.7922  -0.418
62 H 5.1082 0.5549 -3.3911  0.113
63 H 5.4250 1.0914 -6.6535  0.195
64 H 6.9949 1.5465 -5.9381  0.196
65 H 5.4829 1.9064 -5.0738  0.215
66 H 5.9967 -2.0194 -5.9160  0.214
67 H 7.5575 -1.5668 -5.2048  0.215
68 H 7.0603 -0.8700 -6.7692  0.204

Summary:
Total charge: 0

=====

| no. | LUMO energy (hartree) | E_HOMO (eV) | HOMO-LUMO gap (eV) |
| --- | --- | --- | --- |
| 1 | 0.02800 | -9.678 | 10.4 |
| 2 | 0.00573 | -8.549 | 8.7 |